# C31H36BrCaN2O4S2Sb

C31H36BrCaN2O4S2Sb as an isolated structure in a non-equilibrium geometry (the ωB97M-V functional and the def2-TZVPD basis, the OMol25 dataset).

```
! wB97M-V def2-TZVPD RIJCOSX def2/J DEFGRID3
* xyz 0 1
Ca -0.07 -0.33 0.32
C -3.40 -0.04 -2.62
C -2.47 0.47 -1.55
O -1.40 -0.16 -1.39
C -2.82 1.63 -0.78
C -4.04 2.30 -1.06
C -4.42 3.43 -0.40
C -3.57 3.95 0.60
C -2.39 3.34 0.92
C -1.95 2.17 0.24
O -0.81 1.66 0.52
H -2.98 -0.94 -3.06
H -3.54 0.71 -3.40
H -4.38 -0.27 -2.21
H -4.69 1.90 -1.83
H -5.35 3.92 -0.64
H -3.87 4.84 1.14
H -1.74 3.73 1.69
S -0.59 -3.26 -0.32
C 0.09 -3.36 -1.87
N -0.09 -2.35 -2.76
C 0.44 -2.31 -4.01
C 1.19 -3.33 -4.47
C 1.41 -4.43 -3.60
C 0.88 -4.44 -2.34
H -0.65 -1.56 -2.43
H 0.22 -1.42 -4.58
H 1.62 -3.30 -5.46
H 2.01 -5.26 -3.93
H 1.05 -5.26 -1.66
C 4.30 2.66 -1.88
C 3.07 2.61 -2.79
Sb 1.31 2.19 -1.64
C 1.25 4.09 -0.64
C 1.16 5.32 -1.54
C -0.18 2.62 -3.15
C 0.33 3.27 -4.43
H 5.22 2.82 -2.44
H 4.41 1.73 -1.31
H 4.22 3.48 -1.15
H 3.18 1.79 -3.51
H 2.95 3.54 -3.35
H 2.15 4.14 -0.02
H 0.40 4.04 0.04
H 2.02 5.39 -2.22
H 1.15 6.24 -0.96
H 0.26 5.30 -2.15
H -0.94 3.23 -2.67
H -0.65 1.66 -3.38
H 0.81 4.23 -4.24
H -0.48 3.44 -5.14
H 1.07 2.64 -4.94
Br 5.94 -1.06 4.99
C 4.71 -0.04 3.97
C 5.07 1.22 3.53
C 4.16 1.95 2.78
C 2.93 1.41 2.44
C 2.60 0.13 2.87
C 3.49 -0.60 3.64
C 1.36 -0.51 2.31
O 0.22 -0.15 2.63
O 1.57 -1.36 1.38
H 6.04 1.63 3.78
H 4.43 2.95 2.44
H 2.22 1.98 1.85
H 3.23 -1.59 4.00
S 2.98 -1.00 -1.80
C 4.25 -1.46 -0.80
N 4.00 -1.83 0.49
C 4.94 -2.22 1.38
C 6.25 -2.27 1.03
C 6.59 -1.86 -0.28
C 5.63 -1.47 -1.17
H 3.02 -1.69 0.80
H 4.57 -2.49 2.36
H 6.99 -2.58 1.74
H 7.63 -1.87 -0.59
H 5.87 -1.15 -2.17
*
```

Summary:
* highest occupied orbital energy: -7.260 eV
* energy relative to the best compared isomer or geometry (same formula, charge and spin): 28.3 kcal/mol
* LUMO level: -0.04 eV
* HOMO-LUMO gap: 7.22 eV

# C30H50INO29P3

A 8-piece molecular cluster, C30H50INO29P3 overall in a non-equilibrium geometry (the ωB97M-V functional and the def2-TZVPD basis, the OMol25 dataset).

```
! wB97M-V def2-TZVPD RIJCOSX def2/J DEFGRID3
* xyz -1 1
C -2.89 1.68 -4.88
O -1.97 1.99 -3.74
C -2.70 1.91 -2.46
C -1.87 2.61 -1.19
C -2.91 2.65 0.10
C -2.17 2.71 1.56
P -1.19 1.10 2.00
P -0.52 2.13 3.86
N 0.58 3.27 3.53
O -1.86 2.86 4.73
O 0.09 0.85 4.89
O 0.15 0.01 2.44
C 0.27 -0.81 1.19
C 1.43 -1.98 1.13
C 2.75 -1.31 0.38
O 3.58 -0.42 1.00
O 3.04 -1.75 -1.01
C -1.31 -1.24 0.92
P -1.71 -2.66 -0.29
O -1.27 -4.12 0.61
I -4.14 -2.77 -0.61
O -1.97 0.07 0.79
H -2.32 1.73 -5.91
H -3.81 2.43 -4.91
H -3.37 0.60 -4.69
H -3.70 2.53 -2.61
H -3.02 0.79 -2.19
H -1.03 1.83 -0.90
H -1.41 3.66 -1.46
H -3.75 1.82 0.01
H -3.50 3.68 -0.01
H -1.40 3.62 1.50
H -2.96 3.01 2.37
H -0.20 1.67 1.13
H -2.17 0.53 2.89
H 0.20 4.19 3.89
H -2.55 2.12 4.84
H -0.73 0.30 5.15
H 0.50 -0.19 0.20
H 1.73 -2.40 2.18
H 1.11 -2.91 0.45
H 2.56 -1.12 -1.65
H -1.61 -1.66 1.98
H -1.30 -3.87 1.60
C 1.38 3.55 -6.14
C 1.18 4.97 -5.70
O -0.15 5.24 -6.11
C -0.80 4.05 -6.20
O -2.00 3.92 -6.36
O 0.08 3.00 -6.09
H 2.06 3.01 -5.48
H 1.75 3.48 -7.17
H 1.25 5.08 -4.62
H 1.88 5.66 -6.18
C 4.19 -1.11 -4.98
C 2.81 -0.55 -4.88
O 2.88 0.65 -5.62
C 3.92 0.51 -6.50
O 4.16 1.28 -7.41
O 4.65 -0.61 -6.23
H 4.21 -2.20 -4.97
H 4.85 -0.73 -4.19
H 2.06 -1.21 -5.34
H 2.52 -0.35 -3.85
C 7.10 1.57 -0.92
C 5.88 0.76 -1.21
O 6.12 0.28 -2.52
C 7.47 0.29 -2.71
O 8.03 -0.21 -3.67
O 8.10 0.95 -1.70
H 7.37 1.56 0.14
H 7.00 2.61 -1.25
H 5.78 -0.10 -0.53
H 4.97 1.35 -1.17
C -3.61 -7.45 0.33
C -4.57 -8.35 1.03
O -5.68 -7.50 1.28
C -5.62 -6.50 0.36
O -6.51 -5.68 0.17
O -4.44 -6.52 -0.33
H -2.99 -7.99 -0.40
H -2.95 -6.92 1.02
H -4.90 -9.18 0.40
H -4.17 -8.75 1.96
C 7.03 6.44 -1.17
C 5.72 7.10 -0.86
O 4.78 6.06 -1.03
C 5.45 4.89 -0.86
O 4.92 3.79 -0.77
O 6.80 5.09 -0.80
H 7.85 6.87 -0.59
H 7.27 6.48 -2.23
H 5.67 7.46 0.18
H 5.51 7.93 -1.53
C -1.45 -7.60 5.55
C -2.82 -7.37 5.00
O -2.81 -8.06 3.77
C -1.84 -9.02 3.87
O -1.67 -9.91 3.05
O -1.09 -8.86 4.99
H -1.43 -7.64 6.64
H -0.73 -6.85 5.20
H -3.60 -7.80 5.64
H -3.03 -6.31 4.85
C -5.33 2.29 7.23
C -6.55 1.48 6.95
O -6.31 1.00 5.64
C -4.96 1.01 5.44
O -4.40 0.51 4.48
O -4.32 1.67 6.46
H -5.06 2.28 8.29
H -5.43 3.33 6.91
H -6.65 0.62 7.62
H -7.46 2.07 6.98
*
```

Summary:
* highest occupied orbital energy: -4.601 eV
* LUMO level: 1.59 eV
* HOMO-LUMO gap: 6.19 eV

# C6H9N

A 2-piece molecular cluster, C6H9N overall in a non-equilibrium geometry (the ωB97M-V functional and the def2-TZVPD basis, the OMol25 dataset).

```
! wB97M-V def2-TZVPD RIJCOSX def2/J DEFGRID3
* xyz 0 1
C -0.93 0.85 -1.00
C -1.08 -0.48 -0.92
C 0.06 -1.47 -0.89
C -2.41 -1.03 -0.86
N -3.47 -1.49 -0.80
H -1.78 1.52 -1.03
H 0.07 1.28 -1.03
H 0.09 -2.04 -1.82
H -0.07 -2.18 -0.07
H 1.01 -0.95 -0.76
C 1.12 0.49 1.83
C 1.72 1.51 1.24
H 1.64 -0.46 1.99
H 0.09 0.55 2.17
H 1.21 2.46 1.08
H 2.75 1.46 0.89
*
```

Summary:
* highest occupied orbital energy: -10.060 eV
* energy relative to the best compared isomer or geometry (same formula, charge and spin): 46.0 kcal/mol
* LUMO level: 0.69 eV
* HOMO-LUMO gap: 10.75 eV

# C26H30CoPS4

C26H30CoPS4 as an isolated structure (the ωB97M-V functional and the def2-TZVPD basis, the OMol25 dataset).

```
! wB97M-V def2-TZVPD RIJCOSX def2/J DEFGRID3
* xyz 2 5
Co -0.49 0.86 0.69
C 2.62 2.18 -0.27
C 2.48 2.34 1.24
S 1.64 0.90 1.95
C 1.33 1.52 3.63
C 0.06 0.92 4.21
S -1.42 1.07 3.19
C -1.86 2.82 3.28
C -1.16 3.72 2.27
S -1.44 3.11 0.59
C -0.24 4.12 -0.33
C 0.32 3.36 -1.52
S 1.09 1.76 -1.16
H 3.30 1.36 -0.51
H 3.02 3.08 -0.72
H 1.92 3.24 1.50
H 3.47 2.41 1.69
H 1.27 2.61 3.59
H 2.19 1.25 4.24
H -0.14 1.35 5.19
H 0.18 -0.16 4.35
H -1.67 3.18 4.30
H -2.94 2.84 3.13
H -0.09 3.76 2.44
H -1.56 4.74 2.34
H 0.54 4.43 0.36
H -0.75 5.02 -0.67
H 1.06 3.97 -2.04
H -0.46 3.12 -2.24
C -0.19 -3.18 -5.59
C -0.75 -1.93 -5.36
C -0.76 -1.39 -4.09
C -0.19 -2.11 -3.03
C 0.39 -3.37 -3.26
C 0.37 -3.90 -4.54
P -0.23 -1.40 -1.42
C 1.03 -2.04 -0.36
C 2.36 -2.05 -0.82
C 3.37 -2.48 0.02
C 3.07 -2.90 1.32
C 1.75 -2.88 1.78
C 0.73 -2.45 0.95
C -1.81 -1.41 -0.66
C -2.80 -2.30 -1.11
C -4.03 -2.29 -0.48
C -4.26 -1.37 0.54
C -3.28 -0.49 0.96
C -2.01 -0.45 0.37
H -0.18 -3.59 -6.59
H -1.19 -1.37 -6.19
H -1.20 -0.42 -3.91
H 0.82 -3.93 -2.44
H 0.79 -4.88 -4.72
H 2.59 -1.73 -1.83
H 4.39 -2.51 -0.33
H 3.86 -3.24 1.97
H 1.53 -3.23 2.78
H -0.29 -2.47 1.28
H -2.59 -3.00 -1.91
H -4.80 -2.98 -0.78
H -5.24 -1.34 1.01
H -3.53 0.20 1.76
*
```

Summary:
* highest occupied orbital energy (alpha / beta): -13.515 / -14.472 eV
* LUMO level (alpha / beta): -4.89 / -7.85 eV
* HOMO-LUMO gap (alpha / beta): 8.62 / 6.63 eV
* <S²>: 6.024

# C40H35N8O7PS5Ti

C40H35N8O7PS5Ti as an isolated structure (the ωB97M-V functional and the def2-TZVPD basis, the OMol25 dataset).

```
! wB97M-V def2-TZVPD RIJCOSX def2/J DEFGRID3
* xyz 0 1
Ti -0.64 -1.74 0.92
O -0.46 -0.90 -0.90
C -0.60 -1.45 -2.00
C -0.52 -2.84 -2.25
C -0.61 -3.28 -3.58
C -0.43 -4.61 -3.86
C -0.16 -5.54 -2.85
C -0.07 -5.13 -1.55
C -0.26 -3.77 -1.19
O -0.18 -3.43 0.05
N -0.53 -5.06 -5.25
O -0.79 -4.23 -6.10
O -0.31 -6.23 -5.47
H -0.76 -0.79 -2.86
H -0.80 -2.58 -4.38
H -0.02 -6.58 -3.12
H 0.13 -5.83 -0.75
S 0.76 -1.05 5.21
C 0.44 -1.30 3.64
S -0.10 -0.05 2.52
S 0.58 -2.77 2.75
O -2.71 -2.40 -0.30
S -3.29 -2.77 0.99
O -3.74 -4.12 1.15
O -2.24 -2.35 1.99
C -4.66 -1.68 1.27
C -5.90 -2.24 1.53
C -7.00 -1.42 1.69
C -6.85 -0.04 1.57
C -5.61 0.51 1.31
C -4.48 -0.30 1.16
P -2.84 0.47 0.82
C -3.26 1.37 -0.71
C -3.56 2.73 -0.80
C -3.84 3.31 -2.03
C -3.82 2.55 -3.19
C -3.55 1.19 -3.11
C -3.27 0.61 -1.88
C -2.74 1.71 2.14
C -3.38 1.51 3.37
C -3.12 2.35 4.44
C -2.23 3.40 4.31
C -1.57 3.59 3.10
C -1.82 2.75 2.03
H -5.98 -3.32 1.61
H -7.97 -1.85 1.90
H -7.71 0.61 1.69
H -5.50 1.58 1.22
H -3.60 3.33 0.10
H -4.08 4.37 -2.08
H -4.04 3.01 -4.14
H -3.56 0.58 -4.00
H -3.08 -0.46 -1.82
H -4.06 0.68 3.49
H -3.62 2.17 5.39
H -2.02 4.05 5.15
H -0.84 4.39 3.00
H -1.26 2.87 1.12
S 0.50 2.00 -0.78
C 0.32 3.63 -0.55
N -0.50 4.44 -1.27
C -0.65 5.75 -0.66
C 0.59 5.81 0.24
N 0.89 4.39 0.41
H -1.20 4.01 -1.86
H -1.57 5.82 -0.08
H -0.65 6.54 -1.41
H 0.38 6.29 1.20
H 1.41 6.34 -0.24
H 1.67 4.03 0.93
C 3.18 0.00 2.05
C 3.00 -0.48 0.65
N 2.13 -1.37 0.22
C 2.43 -1.58 -1.11
C 3.45 -0.78 -1.50
N 3.81 -0.08 -0.37
C 4.87 0.90 -0.31
N 6.14 0.32 -0.66
N 6.87 0.85 -1.67
N 7.94 0.17 -1.82
C 7.95 -0.84 -0.89
C 8.89 -1.85 -0.65
C 8.61 -2.75 0.35
C 7.41 -2.66 1.10
C 6.48 -1.67 0.88
C 6.78 -0.76 -0.14
H 2.74 -0.73 2.73
H 2.68 0.96 2.21
H 4.23 0.11 2.30
H 1.90 -2.30 -1.71
H 3.97 -0.66 -2.44
H 4.89 1.32 0.69
H 4.69 1.70 -1.03
H 9.80 -1.91 -1.24
H 9.30 -3.54 0.58
H 7.23 -3.39 1.88
H 5.56 -1.62 1.45
*
```

Summary:
* highest occupied orbital energy: -7.763 eV
* LUMO level: -1.16 eV
* HOMO-LUMO gap: 6.60 eV

# C3H9N2S

An isolated ion of composition C3H9N2S and charge -1 in a non-equilibrium geometry (the ωB97M-V functional and the def2-TZVPD basis, the OMol25 dataset).

```
! wB97M-V def2-TZVPD RIJCOSX def2/J DEFGRID3
* xyz -1 1
N -3.48 0.16 0.48
C -2.37 -0.07 -0.42
N -1.15 0.60 -0.12
C 0.17 -0.20 -0.05
C 1.58 0.53 -0.33
S 2.91 -0.43 0.23
H -4.26 -0.18 -0.03
H -3.38 -0.15 1.45
H -2.77 0.31 -1.39
H -2.29 -1.14 -0.62
H -1.34 1.09 0.75
H 0.37 -0.82 0.84
H 0.20 -0.92 -0.89
H 1.54 0.33 -1.47
H 1.39 1.48 0.01
*
```

Summary:
* highest occupied orbital energy: -2.227 eV
* energy relative to the best compared isomer or geometry (same formula, charge and spin): 47.0 kcal/mol
* LUMO level: 3.52 eV
* HOMO-LUMO gap: 5.74 eV

# C19H18F3N3O3S

One molecule with the formula C19H18F3N3O3S in a non-equilibrium geometry (the ωB97M-V functional and the def2-TZVPD basis, the OMol25 dataset).

```
! wB97M-V def2-TZVPD RIJCOSX def2/J DEFGRID3
* xyz 0 1
O -3.41 3.53 5.08
S -2.37 3.56 4.00
O -1.07 4.00 4.53
C -3.02 4.44 2.50
C -2.90 5.88 2.81
F -3.75 6.53 1.87
F -3.60 6.34 3.88
F -1.65 6.36 2.82
C -2.20 1.92 3.33
C -3.05 0.83 3.59
C -2.87 -0.40 2.97
C -1.78 -0.63 2.19
N -1.42 -1.77 1.46
C -0.29 -1.35 0.78
N 0.48 -2.11 -0.09
C 0.41 -3.60 0.00
C 1.64 -4.28 -0.54
O 2.04 -3.59 -1.82
C 2.20 -2.19 -1.75
C 2.59 -1.85 -3.18
C 3.70 -0.98 -3.40
C 4.01 -0.50 -4.69
C 3.20 -0.79 -5.77
C 2.11 -1.60 -5.54
C 1.82 -2.25 -4.36
C 0.96 -1.47 -1.34
N 0.02 -0.11 1.16
C -0.93 0.39 2.03
C -1.00 1.70 2.54
H -2.47 4.30 1.61
H -4.05 4.21 2.42
H -3.81 0.91 4.30
H -3.55 -1.30 3.00
H 0.30 -3.94 0.87
H -0.41 -3.85 -0.59
H 1.59 -5.37 -0.79
H 2.44 -4.21 0.19
H 3.03 -1.88 -1.03
H 4.26 -0.50 -2.60
H 4.78 0.21 -4.90
H 3.56 -0.45 -6.75
H 1.50 -2.02 -6.41
H 0.98 -2.99 -4.14
H 1.18 -0.45 -1.31
H 0.20 -1.57 -2.11
H 0.91 0.36 0.84
H -0.31 2.55 2.33
*
```

Summary:
* highest occupied orbital energy: -8.631 eV
* energy relative to the best compared isomer or geometry (same formula, charge and spin): 9.6 kcal/mol
* LUMO level: 0.14 eV
* HOMO-LUMO gap: 8.77 eV

# C5H16N3OPS

A 2-piece molecular cluster, C5H16N3OPS overall in a non-equilibrium geometry (the ωB97M-V functional and the def2-TZVPD basis, the OMol25 dataset).

```
! wB97M-V def2-TZVPD RIJCOSX def2/J DEFGRID3
* xyz 0 1
C 2.62 0.41 1.58
C 1.72 1.51 0.98
O 1.41 1.02 -0.44
P -0.10 1.31 -0.98
S 0.00 3.38 -0.67
N 0.24 1.07 -2.57
N -0.71 0.42 -3.57
H 3.01 -0.26 0.75
H 3.40 0.87 2.27
H 1.95 -0.31 2.15
H 2.25 2.38 0.91
H 0.73 1.70 1.48
H -1.26 3.55 -0.31
H 1.23 0.65 -2.67
H -1.70 0.76 -3.41
H -0.78 -0.56 -3.43
C -0.01 -2.09 0.29
C -1.49 -1.68 0.28
C -1.92 -1.11 1.61
N -2.26 -2.09 -0.64
H 0.59 -1.26 -0.13
H 0.21 -2.11 1.31
H 0.15 -3.01 -0.21
H -2.92 -0.63 1.58
H -1.22 -0.39 2.02
H -1.95 -1.81 2.33
H -3.19 -1.72 -0.51
*
```

Summary:
* highest occupied orbital energy: -8.218 eV
* LUMO level: 0.74 eV
* HOMO-LUMO gap: 8.96 eV

Repeat the sixth record exactly.
# C3H9N2S

An isolated ion of composition C3H9N2S and charge -1 in a non-equilibrium geometry (the ωB97M-V functional and the def2-TZVPD basis, the OMol25 dataset).

```
! wB97M-V def2-TZVPD RIJCOSX def2/J DEFGRID3
* xyz -1 1
N -3.48 0.16 0.48
C -2.37 -0.07 -0.42
N -1.15 0.60 -0.12
C 0.17 -0.20 -0.05
C 1.58 0.53 -0.33
S 2.91 -0.43 0.23
H -4.26 -0.18 -0.03
H -3.38 -0.15 1.45
H -2.77 0.31 -1.39
H -2.29 -1.14 -0.62
H -1.34 1.09 0.75
H 0.37 -0.82 0.84
H 0.20 -0.92 -0.89
H 1.54 0.33 -1.47
H 1.39 1.48 0.01
*
```

Summary:
* highest occupied orbital energy: -2.227 eV
* energy relative to the best compared isomer or geometry (same formula, charge and spin): 47.0 kcal/mol
* LUMO level: 3.52 eV
* HOMO-LUMO gap: 5.74 eV